Entry 1:
The following is a DFT calculation (ωB97M-V/def2-TZVPD) of C22H20Cl5NO2Pd as an isolated structure.

Each line ends with the Mulliken charge.
Atoms and positions in Å:
Pd1 0.44391 0.97691 -0.98569  -0.2646
Cl1 -3.63284 6.63033 2.72910  -0.3077
C1 -2.76527 5.79344 1.43484  0.4367
C2 -2.26334 4.51441 1.64498  -0.6590
C3 -1.58636 3.85874 0.64017  0.5919
Cl2 -0.97177 2.24993 0.98317  -0.0347
C4 -1.35031 4.42083 -0.67653  -0.5161
O1 -0.74469 3.84832 -1.60487  -0.5990
C5 -1.90745 5.74726 -0.78664  0.3525
Cl3 -1.69029 6.55787 -2.33276  -0.2731
C6 -2.58543 6.41385 0.21320  -0.6828
H1 -2.40074 4.02380 2.60058  0.3828
H2 -2.96902 7.41035 0.03615  0.3831
C7 4.14834 -3.37255 -1.74096  -1.4179
C8 3.25880 -2.47931 -0.90234  0.3332
O2 2.79658 -1.43010 -1.72249  -0.5121
H3 4.49483 -4.23382 -1.16225  0.3931
H4 5.02009 -2.82047 -2.10160  0.3262
H5 3.59968 -3.73641 -2.61336  0.3096
H6 3.81219 -2.09106 -0.03970  0.2340
H7 2.42262 -3.05900 -0.49296  0.0617
H8 2.24523 -0.83478 -1.16295  0.3215
Cl4 1.77713 2.78570 -5.77419  -0.2594
C9 1.17566 3.05496 -4.09065  -0.2030
Cl5 1.64594 1.77076 -2.96561  -0.0436
H9 0.09515 3.09801 -4.12868  0.1833
H10 1.58809 3.99544 -3.75047  0.2903
N1 1.29419 -0.49390 0.55339  -1.2599
C10 0.39277 -1.32122 0.85266  0.5823
C11 -0.96399 -1.32490 0.18956  0.2316
C12 -1.03126 -1.04840 -1.18329  -0.2958
C13 -2.27174 -0.89938 -1.79851  -0.7574
C14 -3.44640 -0.97853 -1.05815  -0.4129
C15 -3.38537 -1.25655 0.30152  -0.7547
C16 -2.14525 -1.44372 0.91047  -0.0878
C17 0.61983 -2.38377 1.92581  0.5209
C18 0.14726 -3.68859 1.80980  -0.1350
C19 0.49005 -4.66668 2.74068  -0.6791
C20 1.29613 -4.34539 3.82517  -0.3218
C21 1.75938 -3.03893 3.96134  -0.5132
C22 1.43120 -2.07582 3.01751  -0.5418
H11 -0.12830 -1.08514 -1.78762  0.3215
H12 -2.31299 -0.70616 -2.86405  0.3796
H13 -4.40502 -0.82559 -1.54106  0.3532
H14 -4.29446 -1.31016 0.88985  0.3412
H15 -2.09312 -1.64395 1.97655  0.3668
H16 -0.49544 -3.93829 0.97223  0.3675
H17 0.12544 -5.68053 2.61741  0.3519
H18 1.56420 -5.10231 4.55317  0.3555
H19 2.38335 -2.77253 4.80797  0.3497
H20 1.81281 -1.06293 3.08012  0.4110

- Total charge: -2
- Relative energy (zero: lowest compared OMol25 entry of this formula, charge and spin): 23.1 kcal per mole

Entry 2:
The following is a DFT calculation (ωB97M-V/def2-TZVPD) of one molecule with the formula C22H20N4O2S2 at a distorted geometry.

Each line ends with the natural charge from an NBO analysis.
Atoms and positions in Å:
C1 -3.19316 -4.33194 -0.64126  -0.6408
C2 -2.27167 -3.13949 -0.46515  -0.1808
S1 -0.79151 -3.36773 0.39795  0.4370
C3 -0.31247 -1.73470 0.09687  0.0244
N1 0.85991 -1.12354 0.52002  -0.5204
C4 1.11037 0.12459 0.20647  0.3175
S2 2.62521 0.83025 0.74854  0.2675
C5 3.03570 -0.01786 2.29701  -0.4954
C6 4.24605 0.61863 2.94025  -0.5111
C7 4.71944 -0.17361 4.14329  0.6723
O1 3.95920 -0.30284 5.10580  -0.6214
N2 5.97380 -0.73679 4.27729  -0.4727
N3 7.05004 -0.68761 3.30448  -0.6707
N4 0.24389 0.90695 -0.52097  -0.4725
C8 0.56990 2.26109 -0.72953  0.1347
C9 1.31501 2.63027 -1.89189  -0.2020
C10 1.58959 3.98356 -2.18040  -0.1952
C11 1.02462 4.94528 -1.32377  -0.1990
C12 0.34012 4.59511 -0.14719  -0.2044
C13 0.03194 3.24136 0.13737  -0.1808
C14 -0.95609 0.34206 -0.92000  0.6649
O2 -1.84425 1.03125 -1.33429  -0.5879
C15 -1.22230 -1.07930 -0.61003  -0.2177
C16 -2.42797 -1.86021 -0.94848  0.0120
C17 -3.62864 -1.44430 -1.67634  -0.0870
C18 -4.89756 -1.75352 -1.14222  -0.2036
C19 -6.08348 -1.46621 -1.76626  -0.2173
C20 -6.04782 -0.81844 -3.02775  -0.2046
C21 -4.78327 -0.42858 -3.51718  -0.2370
C22 -3.59525 -0.73974 -2.87698  -0.1081
H1 -3.68818 -4.31014 -1.58042  0.2366
H2 -2.62250 -5.22462 -0.57126  0.2203
H3 -3.94312 -4.39553 0.16042  0.2213
H4 3.26638 -1.05257 2.09248  0.2272
H5 2.18847 0.02156 2.96326  0.2400
H6 4.01066 1.64829 3.28551  0.2457
H7 5.02621 0.59410 2.16604  0.2322
H8 6.11084 -1.23021 5.16343  0.3913
H9 7.88848 -0.19033 3.61970  0.3642
H10 7.28870 -1.61338 2.94865  0.3618
H11 1.62937 1.88354 -2.59008  0.2204
H12 2.15512 4.23266 -3.06003  0.2194
H13 1.14410 5.97891 -1.60343  0.2138
H14 -0.02701 5.40188 0.46280  0.2186
H15 -0.62746 2.98026 0.95588  0.2316
H16 -4.93910 -2.30629 -0.21912  0.2062
H17 -7.04221 -1.72639 -1.33209  0.2123
H18 -6.98545 -0.62034 -3.54512  0.2132
H19 -4.84285 0.10922 -4.46085  0.2114
H20 -2.62981 -0.48460 -3.31147  0.2126

- Total charge: 0
- Relative energy (zero: lowest compared OMol25 entry of this formula, charge and spin): 59.4 kcal per mole
- SMILES string: Cc1sc2nc(SCCC(=O)NN)n(-c3ccccc3)c(=O)c2c1-c1ccccc1

Entry 3:
The following is a DFT calculation (ωB97M-V/def2-TZVPD) of one molecule with the formula C22H20N4O3S at a distorted geometry.

Each line ends with the natural charge from an NBO analysis.
Atoms and positions in Å:
C1 -1.73224 0.22257 -3.89726  -0.6376
C2 -2.08940 1.67501 -3.86852  -0.0708
O1 -2.36177 2.17358 -2.57758  -0.5272
C3 -1.62197 3.23799 -2.12987  0.3538
C4 -1.52284 4.26829 -3.05911  -0.2825
C5 -0.89293 5.48411 -2.59885  -0.1984
C6 -0.45918 5.63828 -1.30227  -0.2252
C7 -0.48907 4.58071 -0.44957  -0.2209
C8 -1.11944 3.44616 -0.81621  0.0602
N1 -1.36501 2.42480 0.08127  -0.3559
N2 -1.07816 2.49013 1.42518  -0.1042
C9 -1.02919 1.30663 2.05514  -0.0444
C10 -1.05317 -0.03729 1.59117  0.5879
O2 -1.33534 -0.24535 0.35894  -0.6291
N3 -0.44264 -0.82735 2.57538  -0.2726
C11 0.45340 -1.93263 2.39831  0.1698
C12 0.83407 -2.63216 3.55963  -0.2702
C13 1.61271 -3.71624 3.55008  0.3089
O3 2.01246 -4.38434 4.61841  -0.6436
C14 1.88013 -4.26679 2.27628  -0.2570
C15 1.63634 -3.58921 1.08613  -0.0370
C16 2.19682 -4.19660 -0.18782  -0.1451
C17 1.78275 -3.92979 -1.46522  -0.2458
C18 2.33458 -4.66222 -2.51778  -0.2748
C19 3.02837 -5.72588 -2.07408  -0.3309
S1 3.26992 -5.67515 -0.27366  0.3268
C20 0.96849 -2.34509 1.12091  -0.2474
N4 -0.16564 -0.04686 3.69365  -0.2475
C21 -0.53249 1.16307 3.46538  0.2376
C22 -0.41006 2.43655 4.24360  -0.6543
H1 -2.40926 -0.31769 -3.23685  0.2273
H2 -1.91191 -0.31321 -4.87437  0.2194
H3 -0.67781 0.02496 -3.71779  0.2147
H4 -1.16669 2.11974 -4.17770  0.1777
H5 -2.86128 1.99970 -4.52362  0.1806
H6 -1.84355 4.26365 -4.08685  0.2257
H7 -0.80576 6.27509 -3.39454  0.2118
H8 0.08259 6.54455 -1.10192  0.2175
H9 -0.18405 4.73930 0.53753  0.2317
H10 -1.63620 1.50756 -0.25174  0.4350
H11 0.49730 -2.25691 4.56867  0.2209
H12 1.81641 -3.89707 5.39384  0.4807
H13 2.37178 -5.22474 2.25854  0.2185
H14 1.00616 -3.16077 -1.62552  0.2216
H15 2.13620 -4.55939 -3.54524  0.2251
H16 3.47944 -6.46401 -2.73259  0.2326
H17 0.75007 -1.85016 0.22856  0.2338
H18 -1.27475 3.07278 4.29590  0.2383
H19 0.40485 2.98083 3.84758  0.2370
H20 -0.08308 2.18089 5.25648  0.2274

- Total charge: 0
- Relative energy (zero: lowest compared OMol25 entry of this formula, charge and spin): 146.7 kcal per mole
- SMILES string: CCOc1ccccc1N/N=C1\C(=O)N(c2cc(O)cc(-c3cccs3)c2)N=C1C

Entry 4:
The following is a DFT calculation (ωB97M-V/def2-TZVPD) of one molecule with the formula C22H21BrO5 at a distorted geometry.

Each line ends with the natural charge from an NBO analysis.
Atoms and positions in Å:
C1 -1.34163 1.47351 -2.07190  -0.2416
O1 -1.33521 1.65750 -0.63019  -0.5387
C2 -0.22625 1.11283 -0.05827  0.3762
C3 0.89275 1.83118 0.11233  -0.2747
C4 2.06710 1.32432 0.69815  -0.0767
C5 3.14623 2.31562 0.95193  -0.1052
C6 3.49298 3.30379 0.03087  -0.1593
C7 4.40567 4.32370 0.30479  -0.2795
C8 4.86199 4.48386 1.57264  0.3082
O2 5.65158 5.57091 1.81928  -0.6688
C9 4.71838 3.40287 2.55399  -0.2966
C10 3.75006 2.34632 2.17973  -0.1522
C11 2.16274 -0.00771 0.98081  0.3025
O3 3.30575 -0.59891 1.50264  -0.5385
C12 4.28405 -0.94753 0.48472  -0.2660
C13 1.00846 -0.83007 0.78576  0.2709
O4 1.06293 -2.20463 1.09657  -0.6777
C14 -0.18566 -0.25482 0.33691  -0.1746
C15 -1.34733 -1.15377 0.16187  -0.1136
C16 -1.13789 -2.28712 -0.66437  -0.1908
C17 -2.17717 -3.15065 -0.94567  -0.2477
C18 -3.54530 -2.76869 -0.68196  0.3169
O5 -4.48168 -3.40231 -1.47145  -0.4979
C19 -5.85863 -3.05462 -1.06883  -0.0834
C20 -6.72366 -4.04352 -1.98457  -0.4050
Br1 -6.46692 -5.98202 -1.63514  -0.0182
C21 -3.78766 -1.63960 0.14477  -0.3254
C22 -2.66261 -0.77824 0.48656  -0.1546
H1 -0.56074 1.95890 -2.52020  0.1711
H2 -2.30516 1.76136 -2.59621  0.2000
H3 -1.08767 0.42801 -2.19669  0.1785
H4 0.92533 2.85612 -0.08590  0.2188
H5 3.08512 3.30451 -0.99144  0.2118
H6 4.45819 5.08247 -0.43700  0.2248
H7 5.78022 5.65932 2.79060  0.4816
H8 5.30016 3.35944 3.45866  0.2183
H9 3.40046 1.60312 2.87070  0.2244
H10 4.75994 -1.97229 0.77177  0.2017
H11 5.09521 -0.17040 0.40081  0.1863
H12 3.80381 -0.99522 -0.58378  0.1843
H13 0.22751 -2.47673 1.43440  0.4875
H14 -0.16580 -2.37227 -1.07245  0.2290
H15 -2.22274 -4.04337 -1.67092  0.2339
H16 -6.10267 -2.03862 -1.35244  0.1913
H17 -6.12061 -3.17991 -0.04912  0.1917
H18 -6.50756 -3.80630 -3.00714  0.2179
H19 -7.72262 -3.85556 -1.84550  0.2041
H20 -4.75540 -1.26712 0.54221  0.2252
H21 -2.81809 0.12230 1.14764  0.2298

- Total charge: 0
- Relative energy (zero: lowest compared OMol25 entry of this formula, charge and spin): 0.0 kcal per mole
- SMILES string: COc1cc(-c2ccc(O)cc2)c(OC)c(O)c1-c1ccc(OCCBr)cc1

Entry 5:
The following is a DFT calculation (ωB97M-V/def2-TZVPD) of C22H21Cl5CsN5O4S2 as an isolated structure at a distorted geometry.

Each line ends with the Mulliken charge.
Atoms and positions in Å:
Cs1 -0.17249 -0.34097 1.27538  1.3211
C1 -2.95265 -0.84847 -2.23690  -0.9038
C2 -1.60090 -0.58085 -2.95354  -0.8538
N1 -0.88768 0.53694 -2.36600  0.2199
C3 -1.15693 1.84564 -2.90108  -0.6900
C4 -2.52749 2.41521 -2.51535  -0.6674
S1 -2.85690 2.52153 -0.71948  -0.1304
C5 -4.27043 1.39008 -0.50834  -0.7615
C6 -3.92748 -0.05311 -0.10720  -0.5879
N2 -2.80104 -0.57315 -0.83124  0.5108
H1 -3.26418 -1.88255 -2.44562  0.3568
H2 -3.73139 -0.20291 -2.65089  0.3860
H3 -1.78130 -0.42734 -4.03100  0.2628
H4 -0.97441 -1.46709 -2.84406  0.4346
H5 0.10846 0.36054 -2.33601  0.0977
H6 -1.10860 1.86523 -4.00767  0.2452
H7 -0.39234 2.52548 -2.52017  0.3278
H8 -3.33495 1.83682 -2.96263  0.2365
H9 -2.59765 3.43464 -2.89774  0.4820
H10 -4.84026 1.42436 -1.43859  0.3351
H11 -4.88379 1.84644 0.26934  0.4375
H12 -4.85282 -0.64680 -0.23115  0.2407
H13 -3.66942 -0.07391 0.95300  0.3290
H14 -2.38150 -1.35897 -0.34810  -0.1620
Cl1 -2.21139 1.19832 3.68180  -0.2901
C7 -0.75048 2.06674 4.10716  1.4469
C8 0.37524 1.85310 3.32539  -1.4820
C9 1.47486 2.59970 3.72465  0.3051
Cl2 2.95418 2.41179 2.80400  -0.2427
C10 1.49052 3.48750 4.79767  -0.5511
Cl3 2.90591 4.40310 5.21501  -0.2192
C11 0.33042 3.64523 5.55375  0.6897
Cl4 0.30642 4.72146 6.90934  -0.2317
C12 -0.80641 2.92333 5.20383  -0.4387
Cl5 -2.25602 3.11721 6.14489  -0.2231
O1 -0.24150 -6.60715 1.53759  -0.6022
C13 0.88205 -6.34953 0.89945  0.4606
O2 1.69207 -7.22345 0.64309  -0.6826
C14 1.12796 -4.94003 0.52543  0.1494
C15 2.28915 -4.48827 -0.07753  -0.8440
N3 2.15500 -3.17269 -0.26825  0.2454
N4 0.97943 -2.72005 0.16311  -0.1486
C16 0.32955 -3.77171 0.64680  0.1516
C17 -1.04206 -3.57227 1.23243  0.6825
O3 -1.58763 -4.57010 1.77725  -0.8810
O4 -1.53958 -2.42845 1.14757  -0.8136
H15 -0.77063 -5.73297 1.72307  0.4824
H16 3.17605 -5.02927 -0.36059  0.5119
H17 2.88180 -2.52116 -0.66780  0.0439
S2 4.63488 -1.54197 -1.35946  -0.7088
C18 4.29281 0.12931 -1.57071  0.1605
C19 5.31558 1.08299 -1.33264  -0.5238
C20 5.08104 2.41950 -1.54295  -0.2173
C21 3.82559 2.82715 -1.99653  -0.6247
C22 2.87813 1.84163 -2.19141  0.2337
N5 3.07207 0.54015 -1.98152  -0.4176
H18 6.27243 0.72231 -0.98298  0.3358
H19 5.85897 3.15211 -1.35643  0.3585
H20 3.59853 3.86991 -2.17515  0.3579
H21 1.88319 2.10974 -2.54427  0.0608

- Total charge: -2
- Relative energy (zero: lowest compared OMol25 entry of this formula, charge and spin): 26.4 kcal per mole

Entry 6:
The following is a DFT calculation (ωB97M-V/def2-TZVPD) of C22H21ClN2O4S as an isolated structure at a distorted geometry.

Each line ends with the natural charge from an NBO analysis.
Atoms and positions in Å:
O1 -0.87720 -1.23331 -2.13225  -0.5725
C1 -1.32399 -0.93812 -1.17905  0.7183
N1 -0.67777 -0.90367 -0.00419  -0.5201
N2 0.62519 -0.98338 -0.00448  -0.6510
H1 0.89060 -1.52796 -1.02179  0.4441
S1 0.92571 0.64556 0.11615  2.1035
O2 0.32738 1.07305 1.46219  -0.8797
O3 0.53887 1.38733 -1.27167  -0.8865
C2 2.70185 0.67586 0.06732  -0.3570
C3 3.53952 0.69230 -1.00507  -0.1115
C4 4.81955 0.82744 -0.89905  -0.2968
C5 5.39532 0.52458 0.20811  0.0704
C6 4.74693 0.15995 1.35056  -0.2446
C7 3.36881 0.54070 1.43085  -0.1045
H2 2.71218 0.38346 2.14188  0.2086
H3 5.13380 0.15814 2.54484  0.2316
C8 7.02574 0.08631 0.44080  -0.4434
C9 7.31544 -1.28748 0.50988  -0.2321
H4 6.96376 -1.62993 1.19600  0.1438
H5 8.40149 -1.32668 0.61058  0.2225
Cl1 6.76412 -2.05855 -1.15281  -0.1352
H6 7.35228 0.80772 -0.31802  0.2316
H7 7.37259 0.82710 1.35363  0.2354
H8 5.41160 0.74322 -1.64106  0.2214
H9 2.99174 1.07209 -2.17572  0.2477
H10 -1.13460 -0.47801 0.81197  0.4431
C10 -2.92449 -0.64751 -1.15902  0.1018
C11 -3.81030 -1.13193 -0.30417  -0.0505
C12 -5.21391 -0.85729 0.06919  -0.1309
C13 -5.99440 -1.60281 0.77701  -0.2594
C14 -5.63646 -2.67793 1.17773  -0.1900
C15 -4.40436 -3.29549 0.86134  -0.2127
C16 -3.44449 -2.49007 0.25581  -0.2072
H11 -2.51015 -3.05020 0.02206  0.2072
H12 -4.10618 -4.29620 1.38635  0.2196
H13 -6.30258 -3.16663 1.85196  0.2049
H14 -6.99857 -1.18059 0.70786  0.2228
H15 -5.42712 0.15035 -0.19386  0.2110
C17 -2.83347 1.02589 -0.65755  0.0130
C18 -2.98821 1.41350 0.77631  -0.2311
C19 -2.58316 2.50557 1.27124  -0.1821
C20 -2.53032 3.65601 0.43349  -0.1813
C21 -2.44023 3.24271 -1.12554  -0.1455
C22 -2.59888 1.84785 -1.56258  -0.2833
H16 -2.61135 1.81229 -2.71270  0.2427
H17 -1.97239 3.99685 -1.88747  0.2101
H18 -2.13306 4.48416 0.57699  0.1714
H19 -2.57234 2.66104 2.20442  0.1931
H20 -3.06959 0.60348 1.29994  0.1862
O4 -3.55375 -0.46844 -2.42720  -0.6859
H21 -2.65113 -0.77235 -3.08125  0.4887

- Total charge: 0
- Relative energy (zero: lowest compared OMol25 entry of this formula, charge and spin): 485.4 kcal per mole